No. 1
8
Properties=species:S:1:pos:R:3:mulliken_charge:R:1 method="wB97M-V/def2-TZVPD" multiplicity=1 e_above_lowest_ev=1.801 homo_lumo_gap_ha=0.4503 homo_energy_ev=-11.890 smiles=C[Si](F)(Cl)Cl
C 0.15 -0.12 0.15 -1.032
Si 1.00 -0.74 1.71 0.876
F 0.51 -2.67 1.71 -0.520
Cl 0.33 -0.25 3.50 -0.158
Cl 2.96 -0.93 1.64 -0.169
H -0.74 -0.63 -0.18 0.349
H -0.33 0.77 0.49 0.312
H 0.69 -0.08 -0.75 0.344



No. 2
10
Properties=species:S:1:pos:R:3:mulliken_charge:R:1 method="wB97M-V/def2-TZVPD" multiplicity=3 e_above_lowest_ev=0.341 homo_lumo_gap_ha="0.2795 / 0.2596" total_charge=+1 homo_energy_ev="-13.075 / -15.242"
C 0.50 0.75 1.07 0.082
N -0.75 0.96 0.69 -0.319
N 0.21 -0.19 -0.92 -0.109
N 1.13 -0.14 0.27 0.107
N -1.00 0.21 -0.42 -0.116
Cl 2.68 -0.82 -0.06 0.170
Cl -2.26 -1.35 0.25 -0.019
H 1.03 1.13 1.88 0.465
H 0.18 -0.99 -1.58 0.327
H -1.72 0.44 -1.18 0.412



No. 3
10
Properties=species:S:1:pos:R:3:mulliken_charge:R:1 method="wB97M-V/def2-TZVPD" multiplicity=3 e_above_lowest_ev=0.800 homo_lumo_gap_ha="0.3594 / 0.2659" homo_energy_ev="-9.152 / -10.204"
C 0.50 1.07 -1.22 -0.742
N 0.56 -1.53 2.93 -0.123
O -1.92 0.37 -1.15 -0.459
O -0.35 -1.51 -0.83 -0.501
S -0.69 -0.30 -1.63 0.759
Cl 0.01 -0.26 3.84 -0.002
Cl -0.28 -1.77 1.58 0.160
H 1.48 0.79 -1.80 0.298
H -0.14 1.89 -1.51 0.309
H 0.82 1.25 -0.20 0.300



No. 4
8
Properties=species:S:1:pos:R:3:mulliken_charge:R:1 method="wB97M-V/def2-TZVPD" multiplicity=3 e_above_lowest_ev=2.460 homo_lumo_gap_ha="0.3072 / 0.2479" homo_energy_ev="-7.704 / -9.256"
C 1.53 0.11 0.63 -0.185
P -1.36 0.22 -0.71 0.071
S -0.92 -1.45 0.37 -0.177
Cl 1.02 1.60 0.23 -0.076
Cl 2.66 -0.75 -0.44 -0.105
H 1.65 -0.25 1.74 0.347
H -2.04 -0.04 -1.79 0.049
H -2.54 0.56 -0.02 0.076



No. 5
8
Properties=species:S:1:pos:R:3:mulliken_charge:R:1 method="wB97M-V/def2-TZVPD" multiplicity=1 e_above_lowest_ev=4.814 homo_lumo_gap_ha=0.3894 homo_energy_ev=-10.591 smiles=Cl[SiH2]C(Cl)Cl
Cl -2.31 0.64 -0.45 -0.315
Si -0.66 -0.73 0.43 0.639
C 0.73 0.34 -0.46 -0.241
Cl 2.36 -0.45 -0.28 -0.177
Cl 0.76 1.96 0.15 -0.096
H -1.17 -2.06 0.33 -0.100
H -0.28 -0.26 1.85 -0.047
H 0.57 0.56 -1.57 0.338



No. 6
7
Properties=species:S:1:pos:R:3:mulliken_charge:R:1 method="wB97M-V/def2-TZVPD" multiplicity=1 e_above_lowest_ev=2.223 homo_lumo_gap_ha="0.4006 / 0.2984" homo_energy_ev="-10.614 / -8.478"
C 0.94 0.32 -0.44 -0.006
N -1.56 -0.33 0.14 -0.520
F 1.06 1.40 0.31 -0.171
Cl 1.83 -1.02 0.02 -0.091
H 0.70 0.51 -1.48 0.333
H -1.64 0.35 0.89 0.229
H -1.32 -1.22 0.56 0.226